{"formula": "C28H84O14S14", "method": "ωB97M-V/def2-TZVPD", "symbols": ["C", "S", "O", "C", "H", "H", "H", "H", "H", "H", "C", "S", "O", "C", "H", "H", "H", "H", "H", "H", "C", "S", "O", "C", "H", "H", "H", "H", "H", "H", "C", "S", "O", "C", "H", "H", "H", "H", "H", "H", "C", "S", "O", "C", "H", "H", "H", "H", "H", "H", "C", "S", "O", "C", "H", "H", "H", "H", "H", "H", "C", "S", "O", "C", "H", "H", "H", "H", "H", "H", "C", "S", "O", "C", "H", "H", "H", "H", "H", "H", "C", "S", "O", "C", "H", "H", "H", "H", "H", "H", "C", "S", "O", "C", "H", "H", "H", "H", "H", "H", "C", "S", "O", "C", "H", "H", "H", "H", "H", "H", "C", "S", "O", "C", "H", "H", "H", "H", "H", "H", "C", "S", "O", "C", "H", "H", "H", "H", "H", "H", "C", "S", "O", "C", "H", "H", "H", "H", "H", "H"], "positions_angstrom": [[19.873, 3.397, -13.428], [18.915, 4.646, -12.383], [17.954, 5.363, -13.374], [18.111, 3.232, -11.419], [20.694, 3.077, -12.786], [20.225, 3.955, -14.295], [19.142, 2.653, -13.745], [17.390, 3.758, -10.793], [18.827, 2.769, -10.740], [17.593, 2.433, -11.949], [18.797, -0.859, -16.476], [17.943, -1.963, -15.294], [16.497, -1.448, -15.245], [17.840, -3.418, -16.519], [18.124, -0.581, -17.287], [19.506, -1.448, -17.059], [19.415, -0.058, -16.070], [18.875, -3.574, -16.822], [17.235, -3.116, -17.374], [17.480, -4.378, -16.149], [26.388, -0.765, -17.496], [25.691, 0.832, -18.156], [26.556, 2.049, -17.793], [26.145, 0.462, -19.938], [26.473, -0.818, -16.411], [27.405, -0.916, -17.857], [25.924, -1.706, -17.795], [26.404, -0.587, -20.078], [27.091, 1.001, -19.998], [25.370, 0.807, -20.623], [22.479, 3.505, -17.452], [21.261, 2.394, -16.625], [20.109, 2.143, -17.591], [22.337, 0.837, -16.854], [22.571, 2.943, -18.381], [23.427, 3.486, -16.913], [22.161, 4.544, -17.534], [21.775, -0.064, -16.604], [23.134, 0.898, -16.114], [22.833, 0.710, -17.817], [25.117, -2.958, -13.165], [25.808, -1.391, -13.823], [24.691, -0.515, -14.303], [26.517, -0.792, -12.168], [24.810, -3.618, -13.976], [24.183, -2.774, -12.634], [25.849, -3.362, -12.465], [27.260, -1.521, -11.844], [25.713, -0.642, -11.448], [27.079, 0.138, -12.257], [19.544, 7.186, -19.690], [19.437, 5.279, -19.875], [18.468, 4.988, -20.976], [21.114, 4.882, -20.557], [18.598, 7.717, -19.580], [20.094, 7.573, -20.547], [20.150, 7.452, -18.824], [21.364, 5.542, -21.387], [21.230, 3.840, -20.854], [22.015, 5.091, -19.980], [21.128, -5.245, -15.909], [21.186, -3.642, -15.053], [21.845, -4.008, -13.728], [22.501, -2.858, -16.053], [20.442, -5.309, -16.754], [20.785, -5.935, -15.138], [22.149, -5.489, -16.201], [22.073, -2.570, -17.012], [23.406, -3.423, -16.277], [22.771, -1.951, -15.513], [19.368, 1.745, -21.276], [18.817, 0.254, -20.376], [18.026, -0.524, -21.403], [20.609, -0.352, -20.180], [19.687, 2.458, -20.516], [18.555, 2.365, -21.652], [20.120, 1.574, -22.047], [20.839, -1.356, -19.824], [21.230, 0.347, -19.620], [20.993, -0.328, -21.200], [16.795, 3.670, -18.019], [17.080, 3.840, -16.232], [16.087, 4.861, -15.731], [16.753, 2.148, -15.705], [16.930, 4.594, -18.582], [15.806, 3.227, -18.135], [17.592, 3.009, -18.359], [17.257, 1.944, -14.761], [17.352, 1.542, -16.386], [15.701, 1.884, -15.600], [25.918, 2.702, -14.901], [26.970, 2.963, -13.395], [28.467, 3.017, -13.768], [26.552, 4.675, -12.913], [26.008, 3.568, -15.558], [24.881, 2.631, -14.573], [26.122, 1.758, -15.406], [27.276, 5.041, -12.184], [25.612, 4.665, -12.362], [26.395, 5.359, -13.747], [24.096, 8.847, -16.848], [23.460, 8.292, -18.533], [22.610, 7.025, -18.413], [22.299, 9.727, -18.725], [23.320, 8.885, -16.084], [24.604, 9.807, -16.944], [24.907, 8.224, -16.472], [21.422, 9.786, -18.080], [21.816, 9.544, -19.684], [22.845, 10.671, -18.737], [18.945, -0.149, -12.304], [20.525, -0.711, -13.052], [21.120, 0.444, -13.792], [21.488, -0.934, -11.506], [18.225, 0.036, -13.102], [19.100, 0.888, -12.006], [18.470, -0.731, -11.515], [21.572, -0.064, -10.855], [22.474, -1.107, -11.938], [21.249, -1.821, -10.920], [19.770, 6.430, -16.116], [18.738, 7.931, -15.964], [17.548, 7.315, -15.183], [19.836, 8.821, -14.685], [19.018, 5.699, -16.411], [20.133, 6.182, -15.118], [20.588, 6.488, -16.834], [19.780, 8.371, -13.693], [19.318, 9.769, -14.542], [20.847, 9.083, -14.998], [25.504, 4.594, -19.714], [24.990, 3.583, -21.212], [23.789, 2.684, -20.879], [24.391, 5.028, -22.162], [24.636, 4.691, -19.062], [25.974, 5.573, -19.801], [26.319, 3.988, -19.318], [23.906, 4.765, -23.102], [25.109, 5.828, -22.336], [23.626, 5.534, -21.573]], "atomic_forces_ev_per_a": [[-0.700, 1.656, 0.630], [-1.310, -0.762, -2.467], [1.871, -1.900, 2.545], [-0.447, 1.177, 0.386], [-0.095, -0.483, -0.309], [0.082, -0.113, 0.120], [0.442, -0.130, 0.097], [-0.156, -0.136, 0.044], [0.372, 0.251, -0.128], [0.066, 0.416, -0.557], [0.652, -0.944, -0.893], [-2.509, -0.130, -1.527], [1.973, -0.461, 0.384], [0.867, 0.669, 0.270], [-0.467, 0.541, 0.523], [0.360, -0.425, 0.281], [-0.684, 0.189, 0.390], [-0.054, -0.023, -0.229], [0.016, 0.250, 0.144], [-0.224, 0.421, 0.611], [1.245, -0.018, 0.187], [0.737, 0.170, -0.602], [-0.854, -2.064, -0.393], [0.357, -0.075, 1.087], [-0.374, 0.600, 0.011], [0.243, 0.507, -0.150], [-0.915, 0.479, -0.364], [-0.409, -0.054, 0.057], [-0.143, 0.292, -0.336], [0.139, 0.080, 0.190], [-0.341, -0.991, 0.083], [0.097, -1.716, -1.209], [0.947, 0.642, 0.672], [0.078, 0.797, 0.949], [0.317, 0.754, -0.464], [0.005, -0.227, 0.138], [-0.366, -0.233, -0.152], [-0.404, 0.385, -0.007], [0.052, 0.055, 0.205], [-0.471, 0.512, -0.254], [-0.441, 0.738, 0.156], [0.618, -0.065, 0.845], [0.205, -0.256, 0.479], [-0.395, -0.060, -0.738], [0.543, -0.020, -0.051], [0.038, 0.328, 0.169], [-0.006, -0.288, -0.335], [-0.307, -0.302, 0.008], [-0.007, -0.225, -0.013], [-0.309, 0.108, -0.545], [1.055, -0.637, -0.334], [0.151, 0.777, 0.279], [0.500, 0.217, 0.217], [0.769, 1.042, -0.381], [-0.311, -0.746, -0.213], [-0.211, -0.049, -0.264], [0.047, -0.484, 0.121], [-0.789, -0.109, -0.621], [-0.618, 0.078, -0.008], [-0.579, 0.020, 1.210], [0.086, -0.037, 0.131], [1.611, -0.698, 0.796], [-0.656, 0.541, -1.097], [-0.497, 0.421, -0.148], [0.095, 0.315, -0.035], [0.052, 0.022, -0.014], [-0.126, -0.141, -0.004], [-0.200, 0.080, -0.063], [-0.196, -0.495, 0.457], [0.025, 0.060, 0.070], [-0.249, 0.823, 0.941], [0.162, 0.105, -1.056], [1.177, 0.065, 1.038], [0.061, 0.157, -1.180], [0.769, -0.389, 0.267], [-0.541, -0.806, -0.369], [-0.068, -0.208, 0.173], [-0.887, -0.092, 0.289], [-0.548, 0.306, 0.207], [0.026, -0.047, -0.147], [0.148, -0.877, 0.440], [0.072, 2.190, 0.291], [0.353, -1.667, -0.457], [0.253, -0.152, -0.001], [-0.301, 0.182, 0.540], [0.021, 0.119, -0.359], [-0.111, -0.317, -0.109], [-0.185, 0.537, 0.309], [-0.516, -0.190, -0.395], [0.065, -0.052, -0.409], [-0.064, 0.836, 0.658], [2.004, -0.054, -0.426], [-2.385, -0.137, 0.178], [-0.982, -0.133, -0.013], [0.257, -0.247, -0.195], [-0.065, 0.082, 0.362], [0.554, 0.295, 0.266], [0.365, -0.242, -0.429], [-0.229, -0.291, -0.049], [0.473, -0.103, -0.133], [0.218, -0.386, -0.275], [-1.110, -0.014, 1.402], [1.118, 1.614, 0.151], [-0.248, -0.660, -0.651], [-0.195, 0.026, -0.299], [-0.460, 0.281, -0.367], [-0.240, -0.604, -0.342], [0.477, -0.332, 0.788], [0.393, 0.151, -0.359], [0.080, -0.170, -0.022], [0.061, 1.263, -0.641], [-0.441, -0.482, 0.886], [-0.339, -0.107, 0.388], [0.619, 0.065, -0.526], [-0.077, -0.702, -0.349], [0.471, -0.182, 0.609], [0.469, -0.257, -0.122], [-0.392, 0.202, -0.230], [0.179, -0.001, 0.077], [-0.469, -0.005, -0.296], [-0.137, 0.261, -0.049], [-0.833, -1.737, 2.821], [2.128, 2.226, -1.735], [-1.262, 0.581, -0.373], [0.209, -0.143, -0.050], [-0.097, 0.024, -0.051], [0.008, 0.190, -0.023], [0.145, -0.672, -0.323], [-0.077, 0.174, -0.160], [0.035, -0.470, -0.227], [0.175, -0.923, -0.084], [-0.660, 0.577, 0.060], [1.496, 1.634, -0.072], [-0.972, 0.435, 0.200], [0.078, -0.290, 0.092], [-0.381, 0.141, -1.038], [-0.483, -0.270, 0.630], [0.285, -0.415, 0.029], [0.617, -0.554, 0.011], [-0.159, -0.256, 0.253]], "mulliken_charge": [0.52, 0.26, -0.39, -1.00, 0.55, -0.46, -0.45, 0.42, 0.38, 0.24, -0.55, 0.66, -0.70, -0.77, 0.56, 0.17, -0.22, -0.01, 0.37, 0.35, -0.92, 1.05, -0.67, -1.17, -0.05, 0.46, 0.44, 0.43, 0.37, 0.22, -0.34, 1.13, -0.31, -0.25, 0.16, 0.17, -0.09, -0.50, 0.32, 0.23, -0.86, 0.39, -0.27, -1.04, 0.22, 0.15, 0.48, 0.46, 0.29, 0.23, -0.82, 0.96, -0.65, -0.88, 0.49, 0.39, -0.19, 0.58, 0.36, -0.18, -1.16, 0.72, -0.68, -0.71, 0.34, 0.37, 0.34, 0.38, 0.61, -0.18, -0.53, 0.56, -0.72, -0.96, -0.49, 0.42, 0.45, 0.37, 0.06, 0.52, -0.90, 0.96, -0.66, -0.26, 0.34, 0.49, -0.06, -0.25, -0.14, 0.53, -0.53, 0.52, -0.66, -0.99, 0.46, 0.31, -0.18, 0.35, 0.34, 0.25, -0.87, 0.38, -0.47, -0.95, 0.12, 0.42, 0.33, 0.25, 0.31, 0.43, -0.60, 0.73, -0.49, -0.92, 0.12, -0.16, 0.49, 0.36, -0.04, 0.42, 0.21, 0.38, -0.51, -0.84, -0.58, 0.30, 0.02, 0.28, 0.39, 0.15, -0.59, 0.36, -0.52, -0.64, -0.06, 0.47, 0.28, 0.37, 0.41, -0.11], "energy_ha": -7744.57447, "gap_ev": 7.15, "e_above_lowest_kj_mol": 414.54, "lumo_energy_ha": -0.0049}